Version 1
# C6H9N2O

A cluster of 2 separate species, C6H9N2O in total (ωB97M-V/def2-TZVPD, OMol25).

XYZ file:
```
18
Properties=species:S:1:pos:R:3:mulliken_charge:R:1
C -1.7910 -1.9894 0.3364 -0.95
C -2.3929 -0.8079 0.0030 0.10
C -0.4410 -1.6821 0.4719 -0.02
C -1.5456 1.6979 -0.3536 0.24
C 2.3849 0.7194 -0.7265 -0.76
C 2.7189 0.8211 0.5209 -0.27
N -0.2717 -0.4099 0.2027 -0.03
N -1.4528 0.1972 -0.0215 0.02
O -2.6223 2.1640 -0.3850 -0.33
H -2.3318 -2.8766 0.3517 0.41
H -3.4587 -0.6352 -0.1874 0.43
H 0.3305 -2.2822 1.0667 0.37
H -0.4665 2.1018 -0.6110 0.27
H 2.7846 -0.1778 -1.1519 0.27
H 1.9256 1.3096 -1.5258 0.42
H 0.7000 0.0835 -0.0244 0.29
H 3.2867 0.0174 0.9057 0.29
H 2.6428 1.7492 1.1280 0.23
```

Output
E_LUMO (eV): -4.47
Charge: +1
Frontier orbital gap (eV): 10.57

---

Version 2
# C6H9N2O

A cluster of 2 separate species, C6H9N2O in total (ωB97M-V/def2-TZVPD, OMol25).

XYZ file:
```
18
Properties=species:S:1:pos:R:3:mulliken_charge:R:1
C 1.8297 0.2552 -3.4290 -0.41
C 0.6304 -0.2364 -2.7610 -0.25
C 2.6625 0.7194 -2.4895 -0.27
C 0.8709 0.2153 -1.5281 0.54
C -0.7110 -0.4037 1.1599 0.90
C -1.7877 -0.6017 2.1200 -1.19
N 0.4004 0.0382 1.7177 -0.34
N -0.8786 -0.2419 -0.1240 -0.46
O 2.0212 0.8022 -1.2630 -0.25
H 2.2110 0.0962 -4.4477 0.37
H -0.2612 -0.8284 -3.1110 0.34
H 3.5531 1.4104 -2.5216 0.35
H -1.3344 -1.1168 2.9151 0.40
H -1.9813 0.4208 2.6294 0.33
H -2.7418 -1.1374 1.8157 0.33
H 0.4439 0.1194 2.6954 0.20
H 1.2191 0.0373 1.1305 0.19
H -1.5740 -0.5897 -0.7562 0.23
```

Output
E_LUMO (eV): -5.69
Charge: +1
Frontier orbital gap (eV): 7.91

---

Energy ordering: version 1 at the bottom, the next structure 0.0566 hartree above.

---

Version 1
# C6H6S

A structure of composition C6H6S (ωB97M-V/def2-TZVPD, OMol25).

XYZ file:
```
13
Properties=species:S:1:pos:R:3:mulliken_charge:R:1
C 1.2177 -0.1679 0.0768 -0.12
C 0.1559 0.0847 -1.0209 -0.19
C -0.1845 1.2628 -0.0351 -0.64
C 0.1587 0.1782 1.0642 -0.13
C -0.7541 -1.0103 0.6857 -0.52
C -0.8426 -0.9988 -0.6390 -0.41
H 0.4933 0.1691 -2.0560 0.44
H 0.5200 2.0616 -0.1057 0.33
H -1.2114 1.6836 -0.1327 0.29
H 0.2594 0.4763 2.1009 0.47
H -1.1576 -1.7448 1.3648 0.38
H -1.4693 -1.6120 -1.2949 0.41
S 2.8144 -0.3825 -0.0081 -0.30
```

Output
E_LUMO (eV): 0.38
Frontier orbital gap (eV): 8.88

---

Version 2
# C6H6S

The molecule C6H6S (ωB97M-V/def2-TZVPD, OMol25).

XYZ file:
```
13
Properties=species:S:1:pos:R:3:mulliken_charge:R:1
C 0.2588 1.5218 -0.3620 -0.17
C -0.7906 0.5774 -0.5090 -0.46
C -1.0470 -0.2567 0.7186 -0.36
C 1.5581 1.3576 0.0078 -0.25
C -0.3971 -1.1595 -0.3345 -0.15
C 0.9415 -1.4072 -0.4681 -0.41
S 2.2063 -0.3500 0.1708 -0.13
H -0.2529 2.4987 -0.4696 0.34
H -0.5136 0.1810 1.5147 0.29
H -2.1192 -0.3681 1.1077 0.25
H 2.3654 2.0509 0.2740 0.32
H -1.1272 -1.7826 -0.8263 0.37
H 1.4139 -2.1617 -1.1392 0.36
```

Output
E_LUMO (alpha / beta) (eV): -0.39 / -0.39
Frontier orbital gap (alpha / beta) (eV): 6.76 / 6.76

---

Version 3
# C6H6S

The molecule C6H6S (ωB97M-V/def2-TZVPD, OMol25).

XYZ file:
```
13
Properties=species:S:1:pos:R:3:mulliken_charge:R:1
C 1.8459 -0.9958 0.5412 -0.48
C 1.0058 -1.2599 -0.4140 -0.42
C -0.2575 0.7058 1.5304 -0.49
C -0.3340 0.8691 -0.9796 -0.62
C -0.3122 -0.5890 -0.6873 -0.08
C -0.9282 0.3636 0.3322 0.32
S -0.4918 1.4301 2.9042 -0.27
H 1.6795 -0.3204 1.3787 0.35
H 1.2539 -2.0025 -1.1634 0.30
H 0.5976 1.4093 -0.8991 0.33
H -1.0250 1.2685 -1.7071 0.26
H -1.0201 -1.2066 -1.2281 0.40
H -2.0138 0.3279 0.3919 0.42
```

Output
E_LUMO (alpha / beta) (eV): -0.34 / -0.18
Frontier orbital gap (alpha / beta) (eV): 7.10 / 8.82

---

Energy ordering: version 1 at the bottom, the next structure 0.0877 hartree above.

---

Version 1
# C2H9N2

A cluster of 2 separate species, C2H9N2 in total (ωB97M-V/def2-TZVPD, OMol25).

XYZ file:
```
13
Properties=species:S:1:pos:R:3:mulliken_charge:R:1
C 1.0087 0.2635 0.4283 -0.25
N 0.0313 1.2811 0.1101 -0.20
C 0.9956 -0.7096 -0.7237 -0.92
N -1.8966 -0.3426 0.0901 -0.47
H 0.6973 -0.2625 1.3535 0.28
H 1.9999 0.6858 0.6026 0.39
H -0.9621 0.7509 0.0687 0.39
H 0.2276 2.2110 0.5615 0.31
H -0.0965 -0.9895 -0.8615 0.28
H 1.5725 -1.6319 -0.5703 0.34
H -2.1939 -0.4711 1.0681 0.29
H -2.7010 -0.5009 -0.4570 0.24
H 1.3172 -0.2844 -1.6703 0.34
```

Output
E_LUMO (eV): -9.66
Charge: +1
Frontier orbital gap (eV): 5.61

---

Version 2
# C2H9N2

The ion C2H9N2 with charge +1 (ωB97M-V/def2-TZVPD, OMol25).

XYZ file:
```
13
Properties=species:S:1:pos:R:3:mulliken_charge:R:1
N 0.0672 1.2301 0.6729 -0.64
C -0.9934 0.4502 0.0650 -0.31
C -0.3626 -0.9174 -0.2545 -0.61
N 1.1173 -0.8320 -0.5527 -0.36
H 0.0150 2.2365 0.6187 0.22
H 1.2506 0.1616 -0.1465 0.37
H 0.1436 0.9560 1.6465 0.24
H -1.4191 0.9755 -0.7699 0.39
H -1.8631 0.3538 0.7163 0.31
H -0.8093 -1.4481 -1.1155 0.36
H -0.3836 -1.5045 0.6530 0.31
H 1.4170 -0.7707 -1.5250 0.35
H 1.8307 -1.1716 0.1013 0.37
```

Output
E_LUMO (eV): -3.53
Charge: +1
SMILES: NCC[NH3+]
Frontier orbital gap (eV): 11.47

---

Energy ordering: version 2 at the bottom, the next structure 0.2237 hartree above.

---

Version 1
# C3H7N3O

The molecule C3H7N3O (ωB97M-V/def2-TZVPD, OMol25).

XYZ file:
```
14
Properties=species:S:1:pos:R:3:mulliken_charge:R:1
C -1.0139 -0.3181 -1.3854 -0.87
N -0.3182 -0.3349 -0.1001 -0.15
C 1.0321 -1.0131 -0.0867 0.29
O 1.2551 -2.1151 -0.5231 -0.57
N 1.6516 0.0193 0.4546 -0.25
C 0.3112 1.0118 0.5422 0.25
N -0.2336 1.3008 1.6803 -0.88
H -0.3629 0.1627 -2.1186 0.32
H -1.9409 0.2477 -1.2780 0.35
H -1.2023 -1.3452 -1.7095 0.32
H -0.9082 -0.6596 0.6711 0.36
H 2.5935 0.0035 0.8253 0.21
H 0.4658 1.7259 -0.2801 0.40
H -0.2995 2.3027 1.8206 0.21
```

Output
E_LUMO (eV): 0.78
Frontier orbital gap (eV): 9.14

---

Version 2
# C3H7N3O

A structure of composition C3H7N3O (ωB97M-V/def2-TZVPD, OMol25).

XYZ file:
```
14
Properties=species:S:1:pos:R:3:mulliken_charge:R:1
C 1.4460 -0.3638 0.4300 -0.36
C 0.6375 0.7253 -0.1654 0.75
C -0.8147 0.3477 -0.5744 0.24
N -1.2878 1.2121 -1.5210 -0.40
N 1.0906 -1.5893 0.2475 -0.36
N -1.3275 -0.7830 -0.3183 -0.94
O 1.1236 1.7896 -0.4919 -0.55
H -0.8180 2.0986 -1.6088 0.22
H -2.2536 1.1219 -1.7836 0.27
H -0.9799 -0.4440 1.7720 0.02
H -0.3081 -1.5607 -0.0412 0.48
H 1.6712 -2.3098 0.6659 0.21
H 2.2649 -0.0557 1.0790 0.38
H -0.4444 -0.1888 2.3101 0.04
```

Output
E_LUMO (eV): -1.03
Frontier orbital gap (eV): 7.22

---

Energy ordering: version 1 at the bottom, the next structure 0.0529 hartree above.

---

Version 1
# C3H7N3O

The molecule C3H7N3O (ωB97M-V/def2-TZVPD, OMol25).

XYZ file:
```
14
Properties=species:S:1:pos:R:3:mulliken_charge:R:1
C 1.3297 1.1683 -0.4636 -0.91
N 1.3484 -0.2070 -0.0238 -0.58
C 0.2651 -0.8624 0.1093 0.43
N 0.3213 -2.2125 0.3928 -0.48
C -1.1700 -0.3117 0.0877 0.58
O -2.1159 -1.0354 0.3317 -0.56
N -1.3294 1.0776 0.0583 -0.48
H 2.3388 1.5806 -0.3754 0.29
H 0.5689 1.7382 0.1020 0.40
H 1.0485 1.2409 -1.5259 0.29
H -0.4707 -2.6072 0.8772 0.26
H 1.2306 -2.4942 0.7361 0.27
H -1.1754 1.5708 -0.8115 0.28
H -2.1900 1.3540 0.5051 0.23
```

Output
E_LUMO (eV): 0.54
SMILES: C/N=C(/N)C(N)=O
Frontier orbital gap (eV): 9.65

---

Version 2
# C3H7N3O

The molecule C3H7N3O (ωB97M-V/def2-TZVPD, OMol25).

XYZ file:
```
14
Properties=species:S:1:pos:R:3:mulliken_charge:R:1
C 1.5946 0.9650 -0.5189 -0.73
N 1.3693 -0.1059 0.1578 -0.50
C 0.2312 -0.8659 0.0561 0.21
N 0.3920 -2.2619 0.2880 -0.56
C -1.0626 -0.4000 -0.0339 0.39
O -2.1714 -0.9145 0.0984 -0.69
N -1.1532 1.1919 -0.0051 -0.36
H 2.4899 1.5451 -0.3070 0.27
H -0.2511 1.6320 0.2273 0.37
H 1.0077 1.2807 -1.3912 0.43
H -0.3678 -2.6078 0.8678 0.25
H 1.2746 -2.4037 0.7696 0.25
H -1.4723 1.5665 -0.8980 0.32
H -1.8808 1.3785 0.6890 0.34
```

Output
E_LUMO (alpha / beta) (eV): 0.28 / 0.28
SMILES: C=N/C(N)=C(\[NH3+])[O-]
Frontier orbital gap (alpha / beta) (eV): 6.95 / 6.95

---

Energy ordering: version 1 at the bottom, the next structure 0.0719 hartree above.

---

Version 1
# C3H7N3O

A structure of composition C3H7N3O (ωB97M-V/def2-TZVPD, OMol25).

XYZ file:
```
14
Properties=species:S:1:pos:R:3:mulliken_charge:R:1
C 0.5856 1.6929 -0.1145 -0.64
C -1.2715 -0.6906 0.0253 0.79
N 1.7915 -1.7568 0.1556 -0.35
C -2.4277 -0.0891 -0.0437 -0.87
O 0.5370 0.4723 0.5569 -0.45
N -0.3695 -1.5257 -0.2109 -0.63
N 0.8740 -0.9838 -0.3964 0.30
H 2.7367 -1.4487 -0.0195 0.25
H 1.5939 -2.1328 1.0814 0.26
H -0.0176 2.4505 0.4027 0.26
H 1.6157 2.0664 -0.1455 0.25
H 0.2295 1.6878 -1.1540 0.30
H -3.0130 -0.1405 -0.9506 0.26
H -2.8646 0.3982 0.8133 0.26
```

Output
E_LUMO (eV): 0.63
Frontier orbital gap (eV): 9.51

---

Version 2
# C3H7N3O

A structure of composition C3H7N3O (ωB97M-V/def2-TZVPD, OMol25).

XYZ file:
```
14
Properties=species:S:1:pos:R:3:mulliken_charge:R:1
C -0.6860 0.5152 1.6631 -0.83
N 0.5200 0.2701 0.8866 -0.30
C -0.2790 1.0910 -2.0615 -0.29
O -1.0701 0.1279 -1.4662 -0.23
N 0.8303 0.3173 -1.9314 -0.17
C 0.1057 -0.6978 -1.2145 0.18
N 0.4900 -0.9106 0.1249 -0.33
H -1.5485 0.4545 0.9955 0.31
H -0.6395 1.5313 2.0655 0.29
H -0.8272 -0.1902 2.5003 0.31
H 1.3397 0.2313 1.4804 0.23
H 1.7995 0.5884 -1.8792 0.23
H 0.0115 -1.6657 -1.7183 0.33
H -0.0466 -1.6629 0.5548 0.27
```

Output
E_LUMO (eV): 0.92
Frontier orbital gap (eV): 9.94

---

Version 3
# C3H7N3O

A cluster of 2 separate species, C3H7N3O in total (ωB97M-V/def2-TZVPD, OMol25).

XYZ file:
```
14
Properties=species:S:1:pos:R:3:mulliken_charge:R:1
C 1.8256 0.9703 -0.5368 -0.42
N 1.7371 -0.4474 -0.8092 -0.35
C 1.1219 -1.3022 -0.2175 0.72
N 0.4988 -2.2770 0.2466 -0.73
C -1.2997 0.1768 0.2546 -0.38
O -1.9128 -0.9348 0.6451 -0.47
N -2.1941 1.1640 0.1907 -0.17
H 2.5663 1.1622 0.2466 0.25
H 0.8420 1.3226 -0.2075 0.11
H 2.1388 1.4911 -1.4446 0.23
H -1.2216 -1.6353 0.6201 0.52
H 1.0349 -2.8655 0.8739 0.21
H -1.8895 2.0708 -0.1205 0.24
H -3.1812 1.0331 0.3929 0.23
```

Output
E_LUMO (eV): 1.03
Frontier orbital gap (eV): 9.66

---

Version 4
# C3H7N3O

The molecule C3H7N3O (ωB97M-V/def2-TZVPD, OMol25).

XYZ file:
```
14
Properties=species:S:1:pos:R:3:mulliken_charge:R:1
C 2.5764 0.1418 0.1625 -0.79
N 1.1986 0.2105 0.5995 -0.22
C 0.1688 0.0913 -0.2898 0.66
O 0.3132 0.0469 -1.5003 -0.64
N -1.0877 0.0315 0.3068 -0.26
C -2.2434 -0.1628 -0.4277 0.03
N -3.3551 -0.3175 0.1663 -0.65
H 2.5722 0.1543 -0.9281 0.31
H 3.0580 -0.7816 0.5049 0.28
H 3.1477 1.0010 0.5281 0.26
H 1.0060 0.1695 1.5875 0.20
H -1.2032 0.0249 1.3110 0.25
H -2.0548 -0.1621 -1.5032 0.33
H -4.0966 -0.4480 -0.5175 0.26
```

Output
E_LUMO (eV): 0.79
SMILES: [H]/N=C/NC(=O)NC
Frontier orbital gap (eV): 10.39

---

Energy ordering: version 4 at the bottom, the next structure 0.0921 hartree above.